<A>
An isolated molecule of C5H7NS. Source: the OMol25 dataset; level of theory: wB97M-V/def2-TZVPD.

Calculated values
- HOMO: -8.56 eV
- Structure (SMILES): CSn1cccc1
- Orbital gap: 9.393 eV

Each line ends with the Mulliken charge.
Geometry (Å):
S: -0.92522 -1.68652 0.69871  -0.046
N: 0.03262 -0.69476 -0.30719  0.033
C: 0.31541 0.93523 -1.77819  -0.513
C: 1.52985 0.78882 -1.06781  -0.226
C: 1.37093 -0.18611 -0.14837  -0.568
C: -0.58837 -0.00306 -1.36340  -0.260
C: -1.16855 -0.48027 2.01649  -0.721
H: 0.09813 1.65687 -2.51933  0.414
H: 2.42071 1.37767 -1.35157  0.362
H: -1.62211 0.43313 1.64696  0.255
H: -1.79669 -1.01301 2.78967  0.307
H: -0.15691 -0.34092 2.47073  0.224
H: 2.09384 -0.58119 0.57987  0.356
H: -1.60364 -0.20589 -1.66659  0.384

=====

<B>
An isolated molecule of C5H7NS. Source: the OMol25 dataset; level of theory: wB97M-V/def2-TZVPD.

Calculated values
- HOMO (spin up / spin down): -8.63 / -7.39 eV
- Orbital gap (spin up / spin down): 8.118 / 6.488 eV

Each line ends with the Mulliken charge.
Geometry (Å):
S: 2.11517 -0.77641 -0.30461  -0.108
N: 1.28585 1.71664 0.38038  -0.565
C: 0.71206 -1.46792 0.73204  -0.404
C: -0.50632 -1.28520 0.08237  -0.512
C: 2.25814 0.95692 0.04468  -0.068
C: -0.59072 0.29412 -0.63781  -0.897
C: 0.04147 1.39588 0.05258  0.012
H: 0.00774 0.02833 -1.42855  0.409
H: -0.61726 2.09612 0.41916  0.464
H: -1.64062 0.57137 -0.90407  0.347
H: -0.75042 -2.16284 -0.57596  0.291
H: 3.29383 1.37858 0.06324  0.362
H: 0.77494 -0.98849 1.69726  0.329
H: -1.36898 -1.29676 0.72686  0.339

=====

<C>
An isolated molecule of C5H7NS. Source: the OMol25 dataset; level of theory: wB97M-V/def2-TZVPD.

Calculated values
- HOMO: -8.95 eV
- Structure (SMILES): NCc1ccsc1
- Orbital gap: 9.834 eV

Each line ends with the Mulliken charge.
Geometry (Å):
S: 2.80216 -0.39782 -0.06514  -0.142
N: -2.27961 0.17781 -0.20746  -0.657
C: 0.66702 0.94995 0.07277  -0.614
C: 0.23996 -0.39064 0.06210  0.528
C: -1.25390 -0.88852 0.09338  -0.851
C: 1.31333 -1.21265 -0.04007  -0.571
C: 1.96220 1.10854 0.03362  -0.274
H: 1.24572 -2.21787 -0.08914  0.521
H: -2.25077 0.91724 0.68068  0.275
H: 2.55442 1.96382 -0.12670  0.439
H: -1.59327 -1.02522 1.11814  0.330
H: -2.00309 0.76402 -1.00716  0.263
H: -0.07455 1.77799 0.06937  0.207
H: -1.32960 -1.52666 -0.59441  0.547

=====

Which structure is most stable? <A>, by 72.1 kJ/mol over the runner-up.

=====

<A>
A cluster of 7 separate species, C21H56O7 in total. Source: the OMol25 dataset; level of theory: wB97M-V/def2-TZVPD.

Calculated values
- HOMO: -9.75 eV
- Structure (SMILES): CC(C)O.CC(C)O.CC(C)O.CC(C)O.CC(C)O.CC(C)O.CC(C)O
- Orbital gap: 10.380 eV

Each line ends with the Mulliken charge.
Geometry (Å):
O: -2.53928 2.10874 -3.52498  -0.583
O: -1.24917 -0.71405 -2.78506  0.140
O: -2.67190 -0.96518 1.34627  -0.458
O: 3.57234 -2.50973 -3.42467  -0.558
O: -0.06974 -0.63225 -0.12292  -0.032
O: 5.70482 2.57728 1.87217  -0.617
O: -2.69042 2.71096 5.30890  -0.526
C: 3.56402 -2.97743 -2.08992  0.523
C: 4.64972 1.69013 1.44157  0.457
C: 0.92120 -0.75323 2.04446  -1.195
C: -1.87702 -1.41162 -4.97265  -1.600
C: -0.42437 3.08668 -2.73078  -0.846
C: -3.82299 -1.51555 -0.76837  -0.909
C: 4.19092 2.10899 0.02171  -1.054
C: 0.67321 1.48464 0.69016  -1.116
C: 0.93057 -0.03136 0.70919  1.787
C: 2.23020 -2.75670 -1.42612  -0.812
C: -0.76991 -1.38626 -3.94024  0.889
C: -2.26781 2.55853 -1.13720  -0.692
C: 4.66292 -2.21159 -1.32428  -1.351
C: 0.44219 -0.64253 -4.38985  -1.099
C: -4.72143 -2.24247 1.45867  -1.455
C: -3.46606 -1.92386 0.68242  0.317
C: -1.94063 2.97642 -2.55284  0.358
C: -2.97220 0.51550 4.51138  -0.799
C: -1.99257 0.95079 6.80346  -1.275
C: 5.12060 0.23259 1.38675  -0.951
C: -3.01303 1.39011 5.73541  0.280
H: -2.25242 -0.38692 -5.14630  0.253
H: 4.20706 -0.37857 1.30988  0.064
H: -0.64439 -0.77784 -2.00084  -0.004
H: -3.35894 2.48696 -0.92845  0.298
H: -2.89211 -1.52320 -1.32502  -0.031
H: 6.48950 2.49417 1.30404  0.347
H: 3.90581 1.89978 2.20588  0.222
H: -1.81456 3.18064 -0.39506  0.478
H: 1.39079 2.09334 1.30821  0.251
H: -5.36767 -2.92286 0.91144  0.400
H: 3.37160 1.41723 -0.34262  0.055
H: -0.83296 -0.82087 0.41895  -0.200
H: -4.59357 -2.56596 2.47286  0.354
H: -0.07045 3.83867 -2.04524  0.433
H: -5.26840 -1.26055 1.58173  0.321
H: -2.71649 -2.04125 -4.74960  0.386
H: -2.91160 -2.82285 0.56315  0.341
H: -2.46701 3.93789 -2.69669  0.340
H: -1.43176 -1.73544 -5.90485  0.426
H: -1.00918 0.97864 6.30341  0.325
H: 4.68213 -1.16488 -1.65736  0.271
H: 1.26198 -0.77980 -3.68434  0.238
H: -1.89761 1.55332 -1.01660  -0.238
H: -3.44339 -0.43002 4.69691  0.424
H: 5.65690 -0.03107 2.30310  0.365
H: -2.52853 3.15897 6.12231  0.327
H: 1.37647 -3.22971 -1.90404  0.420
H: 3.75882 -4.05659 -2.05188  0.239
H: -3.20903 -0.11208 1.38195  0.294
H: -0.29493 1.82598 1.06514  0.268
H: -4.29082 -0.50583 -0.83229  0.252
H: -2.05578 1.62446 7.61260  0.451
H: 2.29564 -3.07395 -0.38826  0.418
H: 1.90484 -0.29584 0.24827  -0.809
H: -0.07702 -0.63910 2.49576  -0.069
H: -0.11552 3.40628 -3.71454  0.356
H: 5.70341 -2.50761 -1.44807  0.444
H: 5.78815 0.05615 0.54801  0.345
H: 0.99165 -1.82522 1.93421  0.350
H: 0.23353 0.40724 -4.59096  0.138
H: 3.94299 3.12687 -0.07486  0.339
H: 5.04449 2.03986 -0.65406  0.444
H: 3.04253 -3.05512 -3.98265  0.341
H: -0.08047 2.08621 -2.51889  -0.197
H: 0.75055 1.79251 -0.33152  0.163
H: -2.25937 -0.06223 7.06505  0.313
H: 0.78103 -1.10660 -5.33759  0.442
H: -0.61093 -2.44098 -3.62088  0.120
H: 2.04413 -1.69931 -1.48306  -0.184
H: -3.61069 1.05754 3.82551  0.256
H: -1.94860 0.37338 4.14566  -0.026
H: -4.01654 1.29469 6.15607  0.229
H: -4.58395 -2.19502 -1.13366  0.500
H: 4.42934 -2.20022 -0.24736  0.241
H: -2.29347 1.21722 -3.31230  0.218
H: 1.72061 -0.41806 2.71712  0.433

=====

<B>
A structure of composition C21H56O7. Source: the OMol25 dataset; level of theory: wB97M-V/def2-TZVPD.

Calculated values
- HOMO: -7.16 eV
- Orbital gap: 7.409 eV

Each line ends with the Mulliken charge.
Geometry (Å):
O: 7.65037 20.71977 24.63827  -0.531
O: 10.53688 18.17842 29.93450  -0.563
O: 4.43109 17.78024 30.97344  -0.448
O: 6.70504 22.85380 27.75352  -0.655
O: 4.27992 19.03279 29.58783  0.312
O: 4.17592 15.82280 25.96410  -0.552
O: 3.46039 20.67673 29.42337  -0.579
C: 4.87494 21.65383 26.77583  -0.687
C: 7.30115 18.80820 26.17739  -2.052
C: 3.54926 15.69547 30.57160  -2.024
C: 4.84329 16.50891 30.66341  1.506
C: 5.75368 16.05337 31.77484  -1.751
C: 5.93703 16.43295 24.47323  -0.981
C: 5.36672 15.32914 25.40194  0.069
C: 8.91335 16.94073 31.20597  -1.576
C: 6.29657 18.30945 28.48196  -1.056
C: 6.41217 15.08374 26.56286  -1.259
C: 2.09828 19.41558 30.98077  -0.959
C: 8.63782 17.41220 28.71263  -1.148
C: 9.21311 18.98042 24.50192  -1.798
C: 5.57344 22.10150 28.03230  -0.234
C: 9.16166 17.96727 30.09305  0.511
C: 6.00858 20.93160 28.98933  0.242
C: 4.81557 18.60438 28.30330  0.213
C: 1.41393 19.74632 28.43389  -1.321
C: 7.77612 19.34464 24.80753  0.207
C: 3.98789 17.40309 27.91995  -1.263
C: 2.10669 20.33108 29.68785  0.416
H: 6.37412 15.97823 27.18458  0.318
H: 6.69508 21.27712 29.76226  0.412
H: 9.16916 17.42546 32.14815  0.418
H: 7.19675 18.85216 24.02657  0.288
H: 8.97369 16.40392 28.47044  0.680
H: 8.79450 18.08194 27.86706  0.137
H: 3.73928 15.06029 26.35076  0.367
H: 3.86654 14.77859 30.07483  0.435
H: 5.27169 16.05392 32.75248  0.405
H: 7.23496 22.25163 27.22610  0.377
H: 9.48065 19.17454 23.46326  0.489
H: 5.30484 16.57129 29.67793  -0.285
H: 5.22996 14.44826 24.77467  0.518
H: 2.60114 19.89042 31.82323  0.346
H: 1.51666 18.66119 28.44033  0.242
H: 6.68824 17.90123 27.55027  -0.202
H: 6.18231 14.16302 27.09908  0.420
H: 6.67353 16.63753 31.80189  0.611
H: 1.09031 19.13645 31.28770  0.473
H: 10.87620 18.59248 30.73138  0.373
H: 7.92976 16.48265 31.31007  0.041
H: 6.43314 20.18933 28.31341  -0.363
H: 5.63143 21.30816 26.07131  0.027
H: 6.22925 18.99692 26.23668  0.730
H: 7.67146 21.08127 23.74918  0.349
H: 6.02156 17.40271 24.96364  -0.035
H: 3.88280 16.73266 28.77294  -0.156
H: 4.43263 16.82702 27.10848  -0.427
H: 4.28181 22.45044 26.32672  0.360
H: 5.25314 16.55261 23.63293  0.499
H: 1.61448 21.25547 29.99005  0.519
H: 2.69602 18.52703 30.77762  -0.015
H: 6.44074 17.56054 29.26071  0.056
H: 3.00807 17.71774 27.56073  0.459
H: 7.77192 19.42453 26.94330  0.763
H: 7.55916 17.26484 28.65910  0.675
H: 4.00205 17.67308 31.82553  0.682
H: 3.89003 19.85764 29.16623  0.647
H: 9.71531 16.20450 31.15194  0.450
H: 3.08131 15.49565 31.53555  0.457
H: 5.16048 20.62453 29.60134  -0.092
H: 6.85598 16.07262 24.01086  0.401
H: 2.75641 16.17530 29.99781  0.342
H: 8.71903 18.92947 30.35066  0.327
H: 6.94736 19.17305 28.61891  1.050
H: 7.55837 17.77548 26.41279  0.847
H: 9.33024 17.90302 24.61862  0.368
H: 4.68524 19.46318 27.64484  -1.005
H: 2.00537 20.01541 27.55874  0.234
H: 4.30765 18.25635 30.15172  0.458
H: 4.87002 22.72899 28.57961  0.513
H: 9.97155 19.47210 25.11111  0.323
H: 7.45254 14.98986 26.25152  0.413
H: 6.09829 15.02170 31.70413  0.408
H: 4.24535 20.78767 26.97952  0.390
H: 0.39021 20.10155 28.31594  0.444

=====

Which structure is most stable? <A>, by 1542.8 kJ/mol over the runner-up.